A | 2 unconnected molecules or ions with the total composition C5H16N2O, computed with ωB97M-V/def2-TZVPD.

Summary:
SMILES string: CNC[C@H](C)NC.O
E_HOMO (eV): -8.89
Frontier orbital gap (eV): 9.88

Geometry (Å):
H -2.2457 -0.3832 -1.8332
N -1.5149 -0.8442 0.0933
C 0.6025 0.1026 0.8045
H 1.0812 1.0117 1.1843
H 3.1574 1.2715 -2.0593
H -1.0793 2.3430 1.3885
H -2.5784 1.4841 0.9063
H -1.6745 0.9121 2.2533
C 2.6162 -1.0995 0.1588
H -2.9712 -1.7830 -1.0617
H 2.9230 -1.8602 -0.5657
C -1.5443 1.3611 1.2624
H 1.7524 1.0491 -1.5322
H -3.4256 -0.1117 -0.5866
H -0.7048 0.8692 -0.6470
H 0.7890 -1.2072 -0.7295
C -2.5995 -0.7762 -0.8692
H 3.4051 -0.3416 0.2057
O 2.2455 1.5595 -2.1998
N 1.3603 -0.5095 -0.2635
H 2.5535 -1.5963 1.1280
H 0.5124 -0.5745 1.6771
H -1.8418 -1.2798 0.9476
C -0.8186 0.4030 0.3379



B | 2 unconnected molecules or ions with the total composition C5H16N2O, computed with ωB97M-V/def2-TZVPD.

Summary:
SMILES string: CC[C@@H](CN)NC.O
E_HOMO (eV): -8.59
Frontier orbital gap (eV): 9.55

Geometry (Å):
C -0.1209 0.7052 -0.0993
H -1.4437 -0.7627 -0.9489
H 2.0986 -0.5704 1.7057
N -0.8601 1.9348 0.2685
H -1.3486 0.8288 -1.9164
O 1.9938 -3.2596 -0.0295
H 0.1322 -1.3817 -2.6687
H -2.7494 1.6440 -0.7432
H 1.0602 -0.0862 2.9714
H -2.6629 1.1686 1.0831
H -0.7250 -0.3458 1.7957
H 0.3129 -1.3072 0.6278
H 0.9315 0.8648 -0.3932
N 0.3339 -0.5058 -2.1390
H 0.7330 0.0852 -2.8017
H 1.8610 -2.7757 -0.8765
C -2.2731 1.8885 0.2987
H 1.4687 1.1619 1.7281
C 1.2940 0.0544 1.9069
H -2.5512 2.9306 0.5796
H -0.4816 2.2519 1.1550
H 2.2391 -2.5196 0.6256
C -0.8431 0.1191 -1.2811
C 0.0861 -0.2860 1.0758



Least stable: B



A | 2 unconnected molecules or ions with the total composition C5H16N2O, computed with ωB97M-V/def2-TZVPD.

Summary:
SMILES string: C[C@H](N)CN(C)C.O
E_HOMO (eV): -8.37
Frontier orbital gap (eV): 9.25

Geometry (Å):
H 1.3339 -0.8042 -2.0669
H -2.1101 -2.2500 -1.0806
H -0.8086 -0.3432 2.2215
H 1.9206 -0.8366 0.5433
C -1.8408 -1.1857 -1.1880
H -0.8725 0.6031 0.2291
H 2.1283 1.3873 1.0497
H -0.0248 2.7289 0.8923
C 0.3996 -1.0067 -2.3827
C 0.9447 -0.2654 0.9439
C -0.0043 0.1712 -0.2890
C 0.0309 -1.0159 1.9047
H 1.3446 1.0976 2.5665
H -0.2205 -2.0078 1.3592
H 0.1150 -0.3352 -3.1416
H 0.4404 -1.9130 -2.8336
H 0.4912 -1.1241 2.9336
H -2.2667 -0.5066 -1.9735
O -0.0009 3.6016 0.8776
N 1.3233 0.9937 1.5206
H -2.3743 -0.8775 -0.1212
H 0.3399 1.0271 -0.8076
H 0.0625 3.8167 -0.1130
N -0.3516 -0.9554 -1.0442



B | 2 unconnected molecules or ions with the total composition C5H16N2O, computed with ωB97M-V/def2-TZVPD.

Summary:
SMILES string: CNCCCCN.O
E_HOMO (eV): -8.63
Frontier orbital gap (eV): 9.43

Geometry (Å):
H 2.5044 -0.2732 -1.7121
C -0.8306 0.5875 -2.1847
H 0.1027 -0.0895 1.4622
H 0.5319 -1.9152 5.2346
H 0.7721 -2.0833 -0.6404
N 0.9293 -1.6654 -1.5465
C -0.8804 -0.0272 1.0077
C -1.6407 1.1800 -1.0154
O 1.0252 -1.1709 5.6073
H 0.8817 1.7522 -1.7157
H -1.1917 -0.4379 -2.3263
H -1.6590 -0.1166 1.7724
H 1.0484 0.8896 -3.1425
H 1.5832 -0.0857 -0.3182
C 1.4731 -0.2899 -1.3719
H -1.8744 2.2155 -1.2239
H -1.2201 1.0844 -3.0772
H -2.6468 0.7903 -0.8930
N -1.0299 1.2586 0.3134
H -0.0844 1.6004 0.2056
H 1.6792 -2.2307 -1.9355
H -0.9501 -0.9116 0.3802
C 0.6736 0.7523 -2.1236
H 0.7418 -1.1432 6.5375



C | 2 unconnected molecules or ions with the total composition C5H16N2O, computed with ωB97M-V/def2-TZVPD.

Summary:
SMILES string: CCC[C@@H](N)CN.O
E_HOMO (eV): -8.55
Frontier orbital gap (eV): 9.09

Geometry (Å):
N -1.6354 0.8073 -0.4265
H 2.1788 0.2851 -1.9308
C -0.4703 0.4324 0.3732
H -0.8904 -2.8484 0.6258
O -0.5818 -2.8281 -0.2966
C 1.3246 0.7893 -1.5098
H -2.3398 0.1003 -0.5460
H 0.7140 0.9296 -2.4112
H -1.4855 1.4215 -1.2046
H -0.4856 -1.6746 2.9520
H 0.8414 -1.2300 1.9117
H -1.6064 -1.2119 1.2630
H -1.5816 0.4033 2.1230
H 1.6336 2.1698 0.1458
C 1.5510 2.2083 -0.9437
H 0.6633 2.8132 -1.1400
C -1.0013 -0.3591 1.5862
H 2.3527 2.6390 -1.5655
C 0.6058 -0.1629 -0.5782
N 0.0419 -0.9673 2.4664
H -0.0935 1.3907 0.7727
H 1.3648 -0.6637 0.0475
H 0.1406 -1.0230 -1.0448
H -1.2409 -3.4208 -0.6697



D | 2 unconnected molecules or ions with the total composition C5H16N2O, computed with ωB97M-V/def2-TZVPD.

Summary:
SMILES string: CCN[C@@H](C)CN.O
E_HOMO (eV): -8.47
Frontier orbital gap (eV): 9.14

Geometry (Å):
H -1.6458 2.2799 -0.8871
H 1.3998 -1.4177 2.4236
H -1.9419 0.9343 0.1708
N 0.1900 -0.0805 0.4661
H -0.6533 2.3861 1.8848
H 0.0710 -0.2075 -2.1631
C 1.5643 -1.8356 1.4191
H -2.0807 -2.3592 -1.1177
C -1.2728 1.7805 0.0093
H 2.2555 -0.0372 0.2677
H 1.2922 0.9677 -2.0729
C 1.4611 -0.7766 0.3183
H -0.9462 3.6026 0.8176
H 0.9159 1.7781 0.0090
H -1.8579 -3.1160 0.2570
C 0.2242 0.8312 -1.8595
H 0.6685 -2.4674 1.4093
H 1.4598 -1.4292 -0.5793
N -1.2463 2.6898 1.1304
H -0.5658 -0.7180 0.2671
H 2.4303 -2.4898 1.3527
O -1.4849 -2.9026 -0.5955
C 0.1128 1.1464 -0.3707
H -0.3497 1.4409 -2.5571



Least stable: A



A | 2 unconnected molecules or ions with the total composition C5H16N2O, computed with ωB97M-V/def2-TZVPD.

Summary:
SMILES string: CCNC[C@H](C)N.O
E_HOMO (eV): -8.25
Frontier orbital gap (eV): 9.11

Geometry (Å):
H -1.7480 1.6482 0.5451
H 1.0683 -0.4170 -0.8582
H 0.0084 3.3562 -0.1951
H -0.8424 1.6743 2.1456
H 0.5418 0.5140 1.7828
N 0.3869 0.8953 0.7701
H -0.6182 0.1651 -0.8238
H -1.9043 -2.8935 -0.4517
H -2.0620 -1.1577 1.3512
H 0.7610 3.3860 1.3283
C -0.2880 -1.5550 0.5174
H 0.6649 -2.0380 1.0236
H 3.5286 -1.4430 -3.7112
H 3.8832 0.0007 -3.4107
C -0.7769 1.7545 1.0794
C -0.9549 -2.3922 -0.6184
H -1.1662 -1.7443 -1.4325
N -1.1859 -1.1567 1.6153
H -0.3632 -3.1272 -0.9925
C -0.2436 3.1460 0.8527
H -1.0065 3.9131 1.1944
C 0.1775 -0.2015 -0.2214
O 3.3704 -0.5483 -3.9211
H -1.2311 -1.7788 2.4310



B | 2 unconnected molecules or ions with the total composition C5H16N2O, computed with ωB97M-V/def2-TZVPD.

Summary:
SMILES string: C[C@H](N)CN(C)C.O
E_HOMO (eV): -8.67
Frontier orbital gap (eV): 9.54

Geometry (Å):
C -1.7795 -1.2867 -1.2515
H -2.3051 -0.4558 -1.7527
H 0.0009 -1.8994 -3.0658
N 1.1959 0.8491 1.6494
H -0.2379 3.3678 -0.0889
H 0.3185 2.5763 1.1166
H 1.3136 -0.9080 -2.4491
H -1.9864 -2.1940 -1.8215
H 0.6460 0.7505 -0.9093
C 0.0180 0.0623 -0.3395
H -0.3472 -2.1648 1.2751
O 0.0109 3.4697 0.8384
H 1.6624 -0.9338 0.5779
H 0.4878 -1.5466 2.7001
H 2.1462 1.1043 1.4126
H -0.9775 -0.7373 2.1010
C 0.7860 -0.3653 0.9111
N -0.3421 -1.0837 -1.1829
H -2.1876 -1.3880 -0.2450
H -0.8758 0.6121 -0.0325
C -0.0613 -1.2537 1.8023
H -0.1509 -0.1308 -3.0824
C 0.2332 -0.9920 -2.5141
H 1.1789 0.6655 2.6477



Least stable: A